The following is a DFT calculation (wB97M-V/def2-TZVPD) of 2 unconnected molecules or ions with the total composition C8H19N2S at a distorted geometry.

Output
total energy = -22411.9972 eV
energy above the lowest of the compared OMol25 structures with the same formula, charge and spin = 2.7337 eV
highest occupied orbital energy = -12.47 eV

Structure (ORCA input):
```
! wB97M-V def2-TZVPD RIJCOSX def2/J DEFGRID3
* xyz 1 1
C 3.6091 -0.1509 -0.5587
C 2.7194 -1.4654 -0.4555
C 3.2207 1.0966 0.1963
C 1.2181 -1.1998 -0.1938
C 1.6525 1.3169 0.1669
C 0.9025 -0.0157 0.6962
C -0.5741 0.3676 0.7578
C -3.9735 -0.2233 0.3494
N -5.0351 0.5273 0.2824
N -3.8010 -1.3054 -0.3991
S -1.3416 0.6980 -0.8670
H 4.6473 -0.2930 -0.5221
H 3.4595 0.0293 -1.6422
H 2.8824 -2.1426 -1.2522
H 3.0179 -2.0704 0.3724
H 3.4596 0.9326 1.2113
H 3.7390 1.9172 -0.2390
H 0.6975 -0.9900 -1.1366
H 0.6457 -2.0097 0.2559
H 1.2805 2.1792 0.7119
H 1.3234 1.5108 -0.9064
H 1.2163 -0.3091 1.6534
H -0.7413 1.2801 1.3425
H -1.2541 -0.3863 0.9292
H -5.8264 0.4398 -0.4023
H -5.0827 1.2862 0.9703
H -2.9097 -1.7347 -0.5568
H -4.1589 -1.1377 -1.3469
H -3.6816 -0.2388 1.4097
H -1.3113 2.0913 -0.8271
*
```


The following is a DFT calculation (wB97M-V/def2-TZVPD) of a gas-phase ion, C8H19N4 (charge +1) at a distorted geometry.

Output
total energy = -14551.3075 eV
energy above the lowest of the compared OMol25 structures with the same formula, charge and spin = 7.8370 eV
highest occupied orbital energy = -13.62 eV

Structure (ORCA input):
```
! wB97M-V def2-TZVPD RIJCOSX def2/J DEFGRID3
* xyz 1 1
C 4.3065 1.1313 -1.8622
C -0.9338 -1.7183 2.6399
C -4.8175 0.0201 0.1100
C 2.8984 0.6178 -1.8763
C 2.3702 0.5822 -0.4696
C 0.9548 -0.0553 -0.3159
C 0.7664 -0.8371 0.9927
C -0.7243 -1.2036 1.1438
N -3.5273 1.8719 -0.9339
N -1.6990 -0.0965 1.1624
N -2.3091 0.2127 0.1870
N -3.3436 0.8894 -0.1831
H 4.4742 1.3004 -0.8439
H 5.1077 0.3709 -2.1059
H 4.4175 2.0347 -2.5022
H -0.5577 -1.0687 3.3671
H -2.0209 -1.8355 2.9110
H -0.4027 -2.6567 2.7631
H -5.5633 0.7602 0.3137
H -4.6467 -0.4810 0.9943
H -4.9632 -0.6738 -0.7799
H 2.8696 -0.3331 -2.4163
H 2.2541 1.3103 -2.4551
H 3.0913 0.0065 0.0413
H 2.3644 1.6852 -0.2801
H 0.2014 0.7284 -0.3662
H 0.6218 -0.6370 -1.0946
H 1.1708 -1.8874 0.9004
H 1.2570 -0.3960 1.7833
H -1.0385 -1.9585 0.4490
H -2.5787 2.3164 -1.2738
*
```


The following is a DFT calculation (wB97M-V/def2-TZVPD) of 2 unconnected molecules or ions with the total composition C8H19NO at a distorted geometry.

Output
total energy = -12138.2748 eV
energy above the lowest of the compared OMol25 structures with the same formula, charge and spin = 4.3360 eV
highest occupied orbital energy = -9.47 eV

Structure (ORCA input):
```
! wB97M-V def2-TZVPD RIJCOSX def2/J DEFGRID3
* xyz 0 1
C -0.0230 0.7701 1.9101
C -0.5558 1.3832 0.6316
C 0.0295 2.8423 -1.1434
C 2.0079 -0.6733 -2.1759
C 0.7098 -0.6896 -1.2101
C 0.6598 -1.7742 -0.0282
C -0.8178 -1.7996 0.5707
C -1.1840 -2.9054 1.4821
H 0.6700 1.4006 2.6541
H 0.4517 -0.3006 1.6908
H -0.9157 0.5822 2.6050
H 1.2355 2.1326 0.4670
H -0.9922 2.3276 -1.4677
H -0.2199 3.9818 -0.9283
H 0.8301 2.7677 -1.9395
H 2.9859 -0.2858 -1.6741
H 2.2237 -1.6289 -2.6204
H 1.7716 0.1162 -2.9841
H -0.1502 -1.1133 -1.8774
H 0.3029 0.2973 -0.7510
H 0.8148 -2.6067 -0.6105
H 1.5199 -1.7664 0.6328
H -1.4299 -1.7949 -0.3287
H -0.8478 -0.9806 1.3023
H -0.2617 -3.3027 1.9674
H -2.0505 -2.5261 2.1939
H -1.1877 -3.7706 0.7236
N 0.4047 2.1441 0.0023
O -1.5677 1.0678 0.0884
*
```


The following is a DFT calculation (wB97M-V/def2-TZVPD) of a molecular structure, C8H19NO at a distorted geometry.

Output
total energy = -12134.6514 eV
energy above the lowest of the compared OMol25 structures with the same formula, charge and spin = 7.9595 eV
highest occupied orbital energy = -9.92 eV

Structure (ORCA input):
```
! wB97M-V def2-TZVPD RIJCOSX def2/J DEFGRID3
* xyz 0 1
C -2.1796 -4.4416 3.7800
C -1.2743 -3.9428 2.6884
C -0.0406 -1.9225 1.9876
C 0.9732 3.3060 -2.4942
C 0.6575 1.8375 -2.0323
C 0.6428 3.5261 -3.9242
C 2.4144 3.4293 -2.3654
C 0.3246 4.4387 -1.6827
H -2.6324 -3.8132 4.5104
H -1.8808 -5.4687 4.2552
H -3.0944 -4.5525 3.2513
H -1.5513 -1.8451 3.4196
H 0.0327 -2.4538 1.0598
H -0.6947 -0.9511 1.9368
H 0.9196 -1.4507 2.4414
H -0.4023 1.5067 -2.5981
H 1.4571 1.2125 -2.7121
H 0.6719 1.7552 -0.9052
H 1.4909 4.2998 -4.5264
H 0.3643 2.3241 -4.5680
H -0.4840 4.2572 -4.1374
H 3.0121 4.4869 -2.5855
H 2.7106 2.5899 -3.0317
H 2.6237 3.1166 -1.3607
H 0.6170 4.3046 -0.5724
H 0.5869 5.4360 -1.9977
H -0.6952 4.2213 -1.7532
N -0.5322 -2.8716 3.0392
O -1.0543 -4.5322 1.6071
*
```


The following is a DFT calculation (wB97M-V/def2-TZVPD) of 2 unconnected molecules or ions with the total composition C8H19NOPS at a distorted geometry.

Output
total energy = -32260.2937 eV
energy above the lowest of the compared OMol25 structures with the same formula, charge and spin = 0.0000 eV
highest occupied orbital energy = -12.19 eV

Structure (ORCA input):
```
! wB97M-V def2-TZVPD RIJCOSX def2/J DEFGRID3
* xyz 1 1
C -1.6727 -0.0131 1.8879
C -1.3959 1.7080 0.1212
C -2.1657 -1.0231 0.8936
C -2.1210 0.7188 -0.7882
C -1.2963 1.2023 1.5259
C 3.9435 1.3888 -0.2946
C -2.0562 -1.6445 -1.4754
C 3.3857 0.1000 0.2994
N -1.6868 -0.6581 -0.4573
O 1.3561 -0.2028 -1.4957
P 1.5310 0.0121 0.1096
S 1.2244 -2.0394 0.7410
H -1.6333 -0.3379 2.9145
H 1.2587 -1.7532 2.0304
H -0.3902 1.8951 -0.2628
H -1.9201 2.6640 0.1144
H -1.7843 -2.0147 1.1481
H -3.2593 -1.0695 0.8836
H -3.2034 0.7765 -0.6516
H -1.8832 0.9233 -1.8350
H -0.9193 1.9015 2.2543
H 3.7782 1.4346 -1.3711
H 3.4692 2.2566 0.1634
H 5.0160 1.4474 -0.1110
H -3.1350 -1.6495 -1.6207
H -1.5708 -1.4055 -2.4191
H -1.7348 -2.6358 -1.1621
H 3.5964 0.0622 1.3721
H 3.8369 -0.7858 -0.1670
H -0.6555 -0.6275 -0.3908
H 2.0879 -0.6308 -1.9572
*
```


The following is a DFT calculation (wB97M-V/def2-TZVPD) of 2 unconnected molecules or ions with the total composition C8H19NOSi at a distorted geometry.

Output
total energy = -20014.8284 eV
energy above the lowest of the compared OMol25 structures with the same formula, charge and spin = 4.4788 eV
highest occupied orbital energy (spin up / spin down) = -7.03 / -6.92 eV

Structure (ORCA input):
```
! wB97M-V def2-TZVPD RIJCOSX def2/J DEFGRID3
* xyz 0 1
C 2.1234 -0.1186 0.1829
C 2.5992 0.4023 1.5012
C -0.3591 2.5322 0.0041
C 2.5082 -1.7969 -1.5538
C -0.4975 -1.3928 1.2551
C -2.0947 -1.1011 -1.4194
C -2.7401 0.7155 1.1844
C -0.2746 1.1394 -0.5295
N 2.7770 -0.9131 -0.4411
O -0.1929 1.0469 -1.9418
Si -1.3747 -0.1867 0.0775
H 1.9402 0.0105 2.2846
H 2.6438 1.4665 1.5867
H 3.6849 0.1314 1.9023
H -1.3709 2.9052 -0.1340
H 0.3495 3.2677 -0.4101
H -0.3185 2.5593 1.0620
H 1.4464 -2.1654 -1.5311
H 3.2749 -2.6169 -1.5992
H 2.5239 -1.2504 -2.5710
H -0.2082 -1.1614 2.1919
H -1.3085 -2.0230 1.3828
H 0.3394 -1.7953 0.8773
H -2.0033 -0.5370 -2.3604
H -1.6795 -2.0910 -1.4891
H -3.1261 -1.3845 -1.1918
H -2.5520 1.7731 1.2670
H -3.7414 0.6000 0.7033
H -2.7426 0.2731 2.0825
H 0.3735 1.7108 -2.3734
*
```


The following is a DFT calculation (wB97M-V/def2-TZVPD) of a molecular structure, C8H19NP2 at a distorted geometry.

Output
total energy = -28667.4263 eV
energy above the lowest of the compared OMol25 structures with the same formula, charge and spin = 0.0000 eV
highest occupied orbital energy = -7.23 eV

Structure (ORCA input):
```
! wB97M-V def2-TZVPD RIJCOSX def2/J DEFGRID3
* xyz 0 1
C 0.5851 -0.4528 -0.3055
C -2.0292 2.3554 0.3269
C -3.0261 -1.1329 -0.3715
C -1.1267 -0.4859 1.6685
C -0.7275 1.5779 0.2162
C -1.7678 -0.4773 -0.8173
C 4.4890 -0.6837 0.2355
C -0.7675 0.0450 0.2566
N 1.3835 -1.1585 0.3750
P 2.9751 -1.6642 0.0577
P 4.1699 0.7969 -0.7054
H 1.0038 -0.2758 -1.4222
H -2.3935 2.5453 1.3084
H -1.9468 3.3442 -0.1552
H -2.7989 1.8994 -0.2889
H -3.3897 -1.6496 -1.2811
H -3.7184 -0.4004 0.0634
H -2.7359 -1.8518 0.3361
H -1.2524 -1.5325 1.5623
H -2.0401 -0.0371 1.8791
H -0.4371 -0.4420 2.5071
H -0.1703 1.9762 1.0313
H -0.1796 1.7698 -0.7382
H -1.3254 -1.1643 -1.5313
H -2.0153 0.4071 -1.4674
H 4.5838 -0.5315 1.3982
H 2.9558 -2.3060 -1.1080
H 3.0410 -2.8629 0.7217
H 5.1653 1.5824 -0.1465
H 4.9690 0.5350 -1.7280
*
```


The following is a DFT calculation (wB97M-V/def2-TZVPD) of 2 unconnected molecules or ions with the total composition C8H19O3 at a distorted geometry.

Output
expectation value of S² = 0.75
total energy = -14742.2958 eV
energy above the lowest of the compared OMol25 structures with the same formula, charge and spin = 0.6997 eV
highest occupied orbital energy (spin up / spin down) = -7.38 / -9.20 eV

Structure (ORCA input):
```
! wB97M-V def2-TZVPD RIJCOSX def2/J DEFGRID3
* xyz 0 2
C -2.1239 -2.7036 -0.5310
O -1.5866 -1.5753 -1.1693
C -2.1078 -0.3633 -0.6830
C -1.3577 0.8031 -1.2697
H -1.9217 -2.6809 0.5546
H -3.2159 -2.7677 -0.6828
H -1.6437 -3.5919 -0.9591
H -2.0093 -0.3208 0.4187
H -3.1843 -0.2859 -0.9362
H -1.3143 0.7600 -2.3682
H -1.8358 1.7484 -0.9820
O 0.1259 0.8823 -0.6366
C 1.0787 0.2783 -1.4888
C 2.3093 -0.2458 -0.7736
O 2.1313 -1.4585 -0.0806
C 1.3330 -1.3819 1.0768
H 1.3971 1.0137 -2.2516
H 0.6232 -0.5653 -2.0313
H 3.0918 -0.4370 -1.5214
H 2.6965 0.5338 -0.0914
H 1.4594 -2.3238 1.6253
H 1.6223 -0.5313 1.7174
H 0.2713 -1.2566 0.8142
C 1.1677 2.4548 1.0954
C 0.1516 2.1822 2.1526
H 2.2133 2.2199 1.3181
H 1.0166 3.3087 0.4259
H 0.5895 1.6645 3.0173
H -0.6441 1.5300 1.7470
H -0.3333 3.1099 2.4936
*
```


Which formula does entry 1 have? C8H19N2S